[1]
The following is a quantum chemistry calculation of C11H21N5O5 as an isolated structure, from OMol25.

Energy above the lowest of the compared OMol25 structures with the same formula, charge and spin in eV: 11.4501
Orbital gap in eV: 7.92

XYZ file:
```
42
C11H21N5O5 ωB97M-V/def2-TZVPD
C 0.951 0.007 -2.284
C 1.515 0.177 -0.854
C 2.072 0.406 -3.312
C 3.288 -0.525 -3.150
C 4.579 0.269 -3.427
C 0.935 -0.550 1.352
C 0.588 -2.076 1.883
C -0.070 0.559 1.706
C -1.598 0.248 1.562
C -2.399 1.353 2.192
C -4.430 -0.063 2.243
H -0.142 1.980 -2.946
H -0.696 0.891 -1.000
H 0.655 -1.004 -2.577
H 2.583 1.404 -3.067
H 1.662 0.530 -4.365
H 3.123 -1.304 -3.872
H 3.279 -0.870 -2.064
H 4.443 1.081 -1.551
H -0.047 -1.196 -0.376
H 1.992 -0.156 1.545
H 0.166 0.819 2.812
H 0.055 1.545 1.174
H -1.733 0.409 0.520
H -1.877 -0.725 1.923
H -2.235 2.341 1.649
H -1.949 1.491 3.385
H -4.611 1.887 1.593
H -5.659 -0.151 0.635
H -3.586 -0.832 4.196
H -4.222 -2.029 3.121
H 1.922 -2.147 0.375
N -0.306 0.811 -2.343
N 0.943 -0.834 -0.172
N -3.922 1.189 2.196
N -5.436 -0.645 1.534
N -4.022 -0.896 3.191
O 2.519 0.847 -0.461
O 5.266 0.093 -4.415
O 4.953 1.135 -2.498
O -0.384 -2.546 2.736
O 1.835 -2.921 1.210
```

---

[2]
The following is a quantum chemistry calculation of one molecule with the formula C11H21NO2, from OMol25.

Energy above the lowest of the compared OMol25 structures with the same formula, charge and spin in eV: 3.6645
Orbital gap in eV: 9.21
SMILES string: C=CON1C(C)(C)CC(O)CC1(C)C

XYZ file:
```
35
C11H21NO2 ωB97M-V/def2-TZVPD
C 1.908 -0.211 -3.525
C 1.085 -0.291 -2.416
O 0.885 0.792 -1.596
N 0.247 0.560 -0.310
C 1.009 -0.241 0.697
C 2.388 0.425 0.794
C 1.243 -1.745 0.389
C 0.385 0.000 2.099
C -1.070 -0.404 2.059
O -1.569 -0.230 3.381
C -1.827 0.571 1.157
C -1.257 0.646 -0.292
C -1.593 1.983 -0.994
C -1.961 -0.466 -1.103
H 2.381 0.722 -3.737
H 2.242 -1.076 -4.078
H 0.677 -1.233 -2.140
H 2.317 1.551 0.878
H 2.904 0.019 1.680
H 2.941 0.198 -0.096
H 1.914 -1.917 -0.438
H 1.627 -2.314 1.271
H 0.288 -2.189 0.083
H 0.866 -0.639 2.843
H 0.433 1.103 2.365
H -1.245 -1.427 1.738
H -1.140 -0.855 4.008
H -2.885 0.278 1.171
H -1.726 1.567 1.619
H -2.622 2.206 -1.006
H -1.303 1.979 -2.034
H -1.041 2.799 -0.477
H -1.641 -0.452 -2.169
H -1.824 -1.447 -0.697
H -3.034 -0.264 -1.124
```

---

[3]
The following is a quantum chemistry calculation of C11H22AlBClF2O4 as an isolated structure, from OMol25.

Orbital gap in eV: 8.68
Total charge: -1

XYZ file:
```
42
C11H22AlBClF2O4 ωB97M-V/def2-TZVPD
C 3.168 -3.083 1.480
C 2.052 -2.456 2.315
C 1.149 -1.513 1.509
C 1.614 -0.063 1.602
C 0.922 0.894 0.603
C 1.970 1.613 -0.285
C 2.545 0.758 -1.391
C 3.564 1.500 -2.235
F 3.201 -0.378 -0.863
O 0.003 0.248 -0.240
Al -1.236 1.396 -0.781
F -0.902 2.014 -2.344
B -3.325 0.906 -0.839
O -4.218 1.619 -1.645
O -3.898 -0.147 -0.162
C -5.279 -0.454 -0.274
C -5.609 -1.157 -1.581
O -0.687 2.645 0.429
C 0.137 2.048 1.293
Cl -0.901 1.316 2.735
H 3.667 -3.896 2.013
H 2.766 -3.484 0.547
H 3.925 -2.345 1.206
H 2.507 -1.892 3.139
H 1.460 -3.245 2.786
H 1.140 -1.800 0.457
H 0.115 -1.583 1.848
H 1.423 0.292 2.617
H 2.695 -0.032 1.452
H 2.774 2.051 0.318
H 1.457 2.433 -0.797
H 1.725 0.366 -1.992
H 3.265 2.540 -2.369
H 4.527 1.481 -1.720
H 3.691 1.051 -3.220
H -3.742 2.285 -2.141
H -5.516 -1.101 0.574
H -5.868 0.462 -0.175
H -4.823 -1.877 -1.815
H -6.554 -1.700 -1.499
H -5.680 -0.451 -2.407
H 0.777 2.739 1.852
```

---

[4]
The following is a quantum chemistry calculation of C11H22B2 as an isolated structure, from OMol25.

Energy above the lowest of the compared OMol25 structures with the same formula, charge and spin in eV: 3.2314
Orbital gap in eV: 8.78

XYZ file:
```
35
C11H22B2 ωB97M-V/def2-TZVPD
B 0.720 -1.210 0.736
B -0.083 2.052 -1.161
C 0.655 -3.778 -0.299
C 1.289 -2.634 -0.138
C -3.008 0.651 0.949
C -2.374 1.717 0.136
C -1.845 0.105 1.782
C -1.089 1.125 -0.320
C -0.613 0.444 0.976
C 2.598 -2.305 -0.800
C 1.383 -1.330 2.169
C 1.356 1.357 -1.322
C -0.467 3.237 -2.161
H -0.256 -3.914 0.327
H 1.019 -4.534 -0.991
H -3.921 0.931 1.640
H -3.090 -0.254 0.250
H -3.022 1.954 -0.697
H -2.245 2.662 0.680
H -1.786 0.559 2.857
H -1.889 -0.972 1.917
H -1.436 0.311 -1.023
H 0.240 0.916 1.552
H 3.127 -1.458 -0.243
H 2.489 -1.998 -1.888
H 3.180 -3.246 -0.659
H 1.592 -2.374 2.583
H 0.937 -0.663 3.047
H 2.472 -1.178 1.920
H 2.284 1.766 -1.845
H 1.267 0.542 -2.050
H 1.679 1.009 -0.324
H 0.060 4.205 -2.034
H -1.465 3.383 -2.530
H 0.238 2.924 -3.034
```

---

[5]
The following is a quantum chemistry calculation of C11H22CaN6O5S2 as an isolated structure, from OMol25.

Orbital gap (spin up / spin down) in eV: 6.22 / 4.23

XYZ file:
```
47
C11H22CaN6O5S2 ωB97M-V/def2-TZVPD
O 4.225 2.290 -1.812
H 4.510 2.726 -2.631
Ca 0.358 0.223 0.339
N -1.728 -0.471 -0.815
N 0.598 -0.475 -1.848
O -3.045 -0.478 -0.226
O 1.953 -0.516 -2.364
C -1.697 -0.907 -2.079
C -0.341 -0.974 -2.651
C -2.892 -1.347 -2.864
C -0.082 -1.514 -4.025
H -3.798 -0.885 -2.447
H -2.982 -2.448 -2.820
H -2.761 -1.054 -3.920
H 0.970 -1.828 -4.086
H -0.280 -0.722 -4.770
H -0.761 -2.365 -4.213
H -2.971 -0.225 0.729
H 2.485 0.095 -1.803
O 0.253 -2.243 0.641
H -0.610 -2.053 0.189
H 0.914 -2.059 -0.071
C 2.950 2.810 -1.445
H 2.777 2.533 -0.402
H 2.185 2.305 -2.041
H 2.893 3.904 -1.581
O -0.836 2.149 -0.113
H -1.441 1.523 -0.595
H -1.050 1.966 0.839
N -3.050 0.912 2.633
C -1.797 0.626 3.146
N -0.729 0.449 2.385
C 0.447 0.253 3.162
C 0.133 0.302 4.509
S -1.545 0.520 4.844
C 1.846 0.209 2.650
C 2.953 0.302 3.463
S 4.467 0.311 2.635
C 3.603 0.078 1.172
N 2.293 0.081 1.306
N 4.271 -0.081 0.008
H -3.702 1.129 3.385
H -3.122 1.494 1.790
H 0.889 0.268 5.275
H 2.855 0.368 4.527
H 5.264 0.023 0.157
H 3.933 -0.586 -0.817
```

---

[6]
The following is a quantum chemistry calculation of one molecule with the formula C11H22N2O, from OMol25.

Energy above the lowest of the compared OMol25 structures with the same formula, charge and spin in eV: 10.5182
Orbital gap in eV: 9.83
SMILES string: C=CCCCCCCCCC(=O)NN

XYZ file:
```
36
C11H22N2O ωB97M-V/def2-TZVPD
C 3.541 1.082 -1.714
C 4.246 0.747 -0.803
C 3.893 0.852 0.676
C 4.119 -0.339 1.220
C 3.201 -1.359 0.911
C 1.774 -0.886 1.187
C 0.751 -2.256 0.517
C -0.697 -1.945 0.794
C -1.285 -0.632 0.012
C -2.742 -0.643 0.336
C -3.162 0.575 -0.592
O -2.535 1.531 -1.454
N -4.616 0.915 -0.356
N -5.164 2.048 -1.087
H 3.918 0.917 -2.834
H 2.541 1.322 -1.478
H 5.413 0.370 -1.054
H 3.036 1.402 0.719
H 4.764 1.581 1.144
H 5.090 -0.926 1.410
H 3.922 -0.259 2.383
H 3.405 -2.318 1.502
H 3.294 -1.526 -0.122
H 1.484 0.003 0.461
H 1.412 -1.035 2.225
H 0.869 -2.588 -0.574
H 0.898 -3.117 1.101
H -0.921 -1.742 2.028
H -1.285 -2.699 0.761
H -0.711 0.192 0.303
H -0.930 -0.817 -0.812
H -3.413 -1.476 -0.166
H -3.003 -0.324 1.386
H -5.178 0.254 -0.083
H -5.227 3.008 -0.710
H -4.635 2.198 -1.982
```

---

[7]
The following is a quantum chemistry calculation of C11H22N3 as an isolated structure, from OMol25.

Energy above the lowest of the compared OMol25 structures with the same formula, charge and spin in eV: 2.3321
Orbital gap in eV: 9.18
Total charge: +1

XYZ file:
```
36
C11H22N3 ωB97M-V/def2-TZVPD
C 1.945 0.168 -0.507
C 0.319 -0.357 1.527
C -0.122 1.027 0.963
C 0.725 -1.896 -0.667
C 1.389 0.955 0.614
C 2.938 0.833 -1.449
C -0.338 -2.200 -1.718
C 2.143 1.907 1.386
C -3.330 1.282 -0.870
C -0.631 -2.513 1.445
C -2.412 1.490 0.267
N 1.629 -0.972 -1.017
N -0.167 -1.345 0.665
N -1.132 0.835 -0.035
H 0.694 -0.689 2.448
H -0.398 1.824 1.668
H 1.211 -2.759 -0.286
H 2.337 1.358 -2.193
H 3.568 0.045 -2.054
H 3.583 1.589 -0.962
H -0.538 -3.195 -1.754
H 0.189 -1.875 -2.689
H -1.204 -1.560 -1.541
H 2.564 2.653 0.646
H 3.052 1.475 1.840
H 1.619 2.601 2.016
H -3.202 0.279 -1.216
H -4.292 1.477 -0.525
H -3.208 2.070 -1.703
H -0.983 -2.027 2.387
H -1.403 -3.054 0.904
H 0.159 -3.216 1.640
H -2.761 1.023 1.265
H -2.204 2.543 0.230
H -0.741 1.090 -0.945
H -1.000 -0.866 0.219
```

---

[8]
The following is a quantum chemistry calculation of C11H22N3OSn as an isolated structure, from OMol25.

Energy above the lowest of the compared OMol25 structures with the same formula, charge and spin in eV: 0.1630
Orbital gap (spin up / spin down) in eV: 3.60 / 3.40
Total charge: -1

XYZ file:
```
38
C11H22N3OSn ωB97M-V/def2-TZVPD
C 6.307 -2.713 -2.253
Sn 2.289 -1.411 0.426
N 2.566 -3.890 -1.128
H 2.921 -0.174 -0.670
H 6.769 -2.821 -1.294
H 6.596 -1.783 -2.721
H 5.196 -2.672 -2.109
H 6.496 -3.541 -2.928
H 1.708 -3.908 -1.679
H 2.444 -4.586 -0.393
H 3.299 -4.277 -1.739
C -0.942 4.436 0.358
C -2.211 3.620 0.322
N -2.026 2.191 0.537
C -2.269 1.693 1.918
C -3.751 1.634 2.220
C -1.440 1.492 -0.484
O -1.021 2.037 -1.486
C -1.262 -0.016 -0.357
C -2.082 -0.925 0.336
C -1.602 -2.218 0.607
C -0.318 -2.569 0.208
N 0.436 -1.720 -0.574
C -0.110 -0.505 -0.974
H -0.395 4.291 1.294
H -1.196 5.494 0.266
H -0.305 4.168 -0.488
H -2.899 3.942 1.101
H -2.689 3.740 -0.654
H -1.800 0.707 2.045
H -1.771 2.402 2.598
H -4.273 1.029 1.473
H -3.899 1.174 3.199
H -4.194 2.634 2.229
H -3.065 -0.614 0.669
H -2.190 -2.937 1.198
H 0.159 -3.492 0.550
H 0.523 0.089 -1.623
```

---

[9]
The following is a quantum chemistry calculation of one molecule with the formula C11H22N6O4, from OMol25.

Energy above the lowest of the compared OMol25 structures with the same formula, charge and spin in eV: 4.8608
Orbital gap in eV: 8.96
SMILES string: [H]/N=C(/N)NCCC[C@H](NC(=O)[C@@H](N)CCC(N)=O)C(=O)O

XYZ file:
```
43
C11H22N6O4 ωB97M-V/def2-TZVPD
H 5.004 -1.673 -2.202
N 5.926 -1.387 -1.812
C 5.763 -0.827 -0.570
N 6.888 -0.336 0.079
N 4.479 -0.766 0.019
C 3.322 -1.442 -0.639
C 2.100 -0.977 0.138
C 2.056 0.561 -0.222
C 0.863 1.204 0.528
N -0.328 0.563 0.238
C -1.054 -0.302 1.072
O -0.667 -0.572 2.195
C -2.330 -1.128 0.539
N -2.640 -2.088 1.594
C -3.700 -0.262 0.300
C -4.579 -1.114 -0.495
C -5.706 -0.123 -1.009
N -6.873 -0.780 -1.164
O -5.461 1.014 -1.365
C 0.752 2.733 0.217
O 1.788 3.380 0.295
O -0.391 3.360 -0.043
H 6.761 0.636 0.377
H 7.690 -0.567 -0.434
H 4.614 -0.989 1.040
H 3.518 -2.495 -0.323
H 3.302 -1.145 -1.784
H 2.215 -1.018 1.207
H 1.266 -1.642 0.054
H 3.130 0.837 0.330
H 2.094 0.814 -1.314
H 0.909 1.041 1.562
H -0.571 0.504 -0.782
H -1.978 -1.722 -0.290
H -2.681 -1.768 2.556
H -1.775 -2.564 1.496
H -3.603 0.853 -0.166
H -4.331 -0.051 1.263
H -4.000 -1.516 -1.389
H -5.001 -2.109 0.026
H -7.086 -1.492 -0.437
H -7.747 -0.333 -1.508
H -0.973 2.563 0.230
```

---

[10]
The following is a quantum chemistry calculation of one molecule with the formula C11H22Si, from OMol25.

Energy above the lowest of the compared OMol25 structures with the same formula, charge and spin in eV: 1.9923
Orbital gap in eV: 9.83
SMILES string: C#C[Si](C(C)C)(C(C)C)C(C)C

XYZ file:
```
34
C11H22Si ωB97M-V/def2-TZVPD
C -0.845 2.554 1.902
C -0.712 1.486 1.338
Si -0.064 0.253 0.104
C 1.874 -0.063 0.750
C 2.508 1.293 0.935
C 2.612 -1.018 -0.118
C -1.156 -1.293 0.478
C -2.582 -0.981 0.582
C -0.932 -1.886 1.879
C -0.170 0.940 -1.704
C -1.729 1.207 -1.963
C 0.322 -0.158 -2.602
H -0.841 3.268 2.677
H 1.676 -0.633 1.659
H 2.737 1.931 -0.037
H 1.810 1.947 1.524
H 3.558 1.456 1.367
H 2.893 -0.733 -1.139
H 2.190 -2.128 -0.226
H 3.614 -1.108 0.391
H -1.167 -2.104 -0.222
H -2.821 -0.032 1.102
H -3.100 -0.743 -0.380
H -3.203 -1.810 0.960
H -1.023 -1.141 2.706
H 0.050 -2.374 1.967
H -1.657 -2.676 1.925
H 0.496 1.796 -1.785
H -2.017 0.151 -2.095
H -2.062 1.679 -1.004
H -1.701 1.922 -2.817
H 0.686 0.417 -3.478
H -0.513 -0.887 -2.494
H 1.271 -0.532 -2.186
```

---

[11]
The following is a quantum chemistry calculation of C11H23BNO4S2Sn as an isolated structure, from OMol25.

Orbital gap in eV: 1.48
Total charge: +1

XYZ file:
```
43
C11H23BNO4S2Sn ωB97M-V/def2-TZVPD
C -3.570 -1.561 -2.259
C -4.037 -3.116 -2.300
C -2.716 -3.999 -1.990
C -2.466 -4.195 -0.397
N -1.005 -4.038 -0.101
B -0.659 -2.579 0.161
S 0.676 -2.538 1.508
C 2.259 -1.939 0.756
C 2.618 -0.551 1.517
O 2.553 -0.514 2.753
O 3.032 0.517 0.676
C 2.021 1.588 0.703
C 2.805 2.930 0.343
C 2.772 3.225 -1.254
O 2.444 4.093 1.138
C 1.036 4.203 1.330
O 0.210 4.426 0.433
C 0.512 3.964 2.838
S 0.443 5.581 3.775
H -2.499 -1.455 -2.660
H -3.604 -1.128 -1.199
H -4.322 -0.971 -2.879
H -4.453 -3.388 -3.321
H -4.817 -3.273 -1.470
H -1.801 -3.490 -2.464
H -2.863 -5.030 -2.470
H -3.122 -3.444 0.170
H -2.848 -5.228 -0.108
H -0.743 -4.583 0.737
H -0.308 -2.066 -0.861
H -1.566 -1.927 0.588
H 3.107 -2.652 1.022
H 2.200 -1.710 -0.356
H 1.186 1.323 -0.044
H 1.570 1.559 1.746
H 3.913 2.722 0.572
H 3.845 3.140 -1.662
H 2.357 4.280 -1.408
H 2.182 2.409 -1.791
H 1.312 3.329 3.364
H -0.470 3.397 2.874
H -0.080 6.559 2.917
Sn 2.894 6.127 -0.928
```

---

[12]
The following is a quantum chemistry calculation of C11H23ClNO2P2Tc as an isolated structure, from OMol25.

Energy above the lowest of the compared OMol25 structures with the same formula, charge and spin in eV: 0.0000
Orbital gap (spin up / spin down) in eV: 6.70 / 6.42
2S+1: 4
Total charge: +3

XYZ file:
```
41
C11H23ClNO2P2Tc ωB97M-V/def2-TZVPD
Tc 0.242 0.788 0.445
P 1.841 -0.618 1.217
C 2.407 -1.103 -0.515
C 1.162 -1.569 -1.238
N 0.009 -0.972 -0.855
C -1.194 -1.391 -1.307
C -1.242 -2.375 -2.290
C -0.068 -2.898 -2.816
C 1.150 -2.474 -2.294
C -2.457 -0.781 -0.724
P -1.999 0.728 0.262
H 2.108 -2.824 -2.663
H -2.223 -2.683 -2.633
H -0.097 -3.618 -3.632
H -3.195 -0.514 -1.502
H -2.979 -1.480 -0.044
H 2.778 -0.151 -1.001
H 3.212 -1.850 -0.478
H -0.149 4.540 -0.806
O 1.655 1.435 -0.803
H 2.171 2.228 -0.574
H 0.102 3.316 0.593
O -0.210 4.391 0.157
H 0.343 5.081 0.601
C -2.682 2.065 -0.764
H -3.698 1.798 -1.074
H -2.715 2.992 -0.183
H -2.071 2.218 -1.660
C -3.129 0.687 1.690
H -2.744 1.380 2.450
H -4.148 0.984 1.400
H -3.144 -0.329 2.106
C 1.632 -2.255 1.977
H 2.519 -2.867 1.751
H 1.512 -2.144 3.063
H 0.734 -2.730 1.560
C 3.350 0.049 1.992
H 3.129 0.273 3.046
H 4.158 -0.695 1.927
H 3.654 0.976 1.487
Cl 0.273 2.391 2.131
```